1.
Density functional theory data (the ωB97M-V functional and the def2-TZVPD basis) for a gas-phase ion, BrO2S (charge -1).

Charge = -1
HOMO level = -4.385 eV
LUMO level = 3.9 eV
Relative energy (zero: lowest compared OMol25 entry of this formula, charge and spin) = 0.0 kcal per mole

Structure (XYZ):
```
4
Properties=species:S:1:pos:R:3:forces:R:3
Br -1.513727 0.871131 1.822433 -0.9 0.6 0.5
S 0.117763 0.561736 0.031689 0.3 -2.0 0.5
O -0.725134 0.163981 -1.114845 0.9 0.1 0.9
O 0.763641 -0.541474 0.813112 -0.4 1.3 -2.0
```
Forces are in eV/Å.


2.
Density functional theory data (the ωB97M-V functional and the def2-TZVPD basis) for a molecular structure, C21H31AsBiN4S2.

Charge = +3
HOMO level = -16.836 eV
LUMO level = -9.0 eV

Structure (XYZ):
```
60
Properties=species:S:1:pos:R:3:forces:R:3
Bi -0.126558 -0.214258 0.074836 0.0 -0.3 0.1
As 0.235325 -4.789864 -0.107229 0.1 -0.1 -0.1
S 0.231997 0.433508 2.857147 0.2 0.3 0.2
S 0.718702 -2.749847 -0.672920 0.0 -0.2 0.1
N 2.299999 0.299497 0.265221 -0.1 -0.1 -0.1
N 0.221022 2.293279 0.296437 -0.1 -0.3 -0.1
N -0.470303 0.087922 -2.278472 0.0 0.1 0.2
N -2.518022 0.068949 -0.387588 0.1 0.1 -0.1
C -1.208223 -5.488262 -1.176167 0.1 0.0 0.0
C 1.838555 -5.778340 -0.497367 -0.1 -0.1 0.0
C -0.257865 2.200348 2.778060 0.1 -0.2 -0.1
C -3.475392 0.130210 -4.452407 -0.2 0.0 0.0
C -2.827953 0.092704 -1.708107 -0.4 0.0 0.0
C 2.075342 0.488213 2.813533 -0.2 0.0 0.0
C -0.240234 -5.146173 1.729658 0.1 0.1 -0.1
C -1.052494 0.090078 -4.986358 0.0 0.0 0.1
C 2.614252 1.688831 -0.126104 -0.1 0.2 0.1
C -3.483868 0.040662 0.520768 0.0 0.0 -0.1
C -2.103480 0.109412 -4.049608 0.1 0.0 0.3
C 0.499365 0.057054 -3.183279 0.0 0.0 0.0
C -5.175183 0.077316 -1.154568 0.1 0.0 0.1
C -1.770804 0.101138 -2.680767 0.0 0.0 -0.5
C -0.659533 2.734208 1.401300 -0.1 0.1 0.2
C 0.250321 0.058621 -4.552383 0.0 0.0 -0.1
C -4.834778 0.045094 0.176400 -0.1 0.0 0.0
C -4.467936 0.126785 -3.536560 0.0 0.0 -0.2
C -4.168187 0.100022 -2.139239 0.3 0.0 0.1
C 1.631560 2.706214 0.453948 0.3 -0.1 0.0
C 2.753375 -0.148874 1.605589 0.1 0.0 0.2
H 1.632686 -6.842100 -0.376847 0.0 0.0 0.0
H -1.213106 -4.725427 1.972462 0.0 0.0 -0.1
H -3.176218 0.013844 1.560932 0.0 0.0 0.0
H 0.515803 -4.777993 2.418513 0.1 0.0 -0.1
H 2.583075 1.739261 -1.215981 0.0 0.0 0.0
H -1.205174 -6.571895 -1.052076 0.0 0.0 0.0
H -5.589347 0.025836 0.950112 0.0 0.0 0.0
H -1.673305 2.406510 1.162762 0.0 0.0 0.0
H -6.214183 0.084098 -1.460002 0.0 0.0 0.0
H -3.697118 0.148783 -5.511834 0.0 0.0 0.0
H 1.075360 0.037354 -5.250234 0.0 0.0 0.0
H -1.061801 -5.243924 -2.225269 0.1 0.0 0.0
H 0.549716 2.767230 3.237823 0.0 0.0 0.0
H 2.626378 -5.479134 0.190596 0.0 0.0 0.0
H 2.385620 -0.066246 3.698468 0.1 0.0 0.0
H -1.283045 0.097154 -6.044442 0.0 0.0 0.0
H 2.604653 -1.229805 1.640847 0.0 0.0 -0.1
H -2.160096 -5.091431 -0.829766 0.0 0.1 0.0
H 1.820678 3.666565 -0.029720 -0.1 0.0 0.0
H 1.828751 2.853846 1.510698 0.0 0.0 0.0
H -0.293256 -6.233874 1.803053 0.0 0.0 0.0
H 2.745168 -0.330873 -0.400024 0.1 0.0 0.0
H -1.113201 2.284036 3.447165 0.0 0.1 0.0
H -5.506260 0.143222 -3.842033 0.0 0.0 0.0
H 3.624899 1.965247 0.186525 0.0 0.0 -0.1
H -0.149107 2.680167 -0.569458 0.0 0.1 0.0
H 1.517428 0.026936 -2.811490 0.0 0.0 0.0
H 3.827492 0.034311 1.715964 0.0 0.0 -0.1
H -0.682628 3.826042 1.469605 0.0 0.0 -0.1
H 2.153711 -5.578168 -1.518643 -0.1 0.0 0.0
H 2.373925 1.521383 2.971816 0.0 0.0 0.0
```
Forces are in eV/Å.


3.
Density functional theory data (the ωB97M-V functional and the def2-TZVPD basis) for a gas-phase ion, C5H11N6 (charge +1).

Charge = +1
HOMO level = -11.729 eV
LUMO level = -2.8 eV
Relative energy (zero: lowest compared OMol25 entry of this formula, charge and spin) = 98.4 kcal per mole
SMILES = C=NCn1c(N)c[nH]/c1=[NH+]\N

Structure (XYZ):
```
22
Properties=species:S:1:pos:R:3:forces:R:3
N 1.135948 -2.709320 -0.055289 -3.2 0.1 3.0
N 1.521605 1.373118 0.623448 0.9 -1.3 1.7
N -0.468105 0.609486 -0.322680 -0.2 -3.3 1.1
N -1.321219 -1.251994 0.632732 1.1 -0.2 -1.8
N -2.299954 2.118991 -0.139338 2.0 0.1 -1.7
N 0.864447 -1.321023 -0.251901 -2.2 -5.7 2.5
C 2.572834 0.670822 0.429084 -2.9 1.6 -1.8
C -2.362916 -0.316452 0.513769 -1.3 1.0 -0.2
C -1.824430 0.863188 0.009590 -1.2 -1.9 1.0
C -0.208204 -0.675373 0.025639 -3.8 -0.8 0.5
C 0.619765 1.483765 -0.492346 0.9 2.1 0.5
H -3.404604 -0.745778 0.776967 1.9 1.6 -0.5
H 3.093365 0.195023 1.178359 1.5 -0.2 1.9
H -3.065457 2.408102 0.387536 -1.3 0.7 0.6
H -1.610666 -2.225228 0.379185 1.0 1.0 0.6
H 2.773939 0.405014 -0.600930 0.8 -0.2 -0.5
H -1.965123 2.631589 -0.967553 -0.9 -0.2 0.9
H 1.611426 -1.066211 -0.658104 5.8 4.1 -3.6
H 0.091589 2.423410 -0.351619 0.8 0.8 -1.0
H 1.735185 -3.151529 -0.681935 1.0 -0.1 -1.4
H 1.256346 -3.003254 0.925339 0.1 0.6 -0.8
H 1.254232 1.283661 -1.359950 -0.9 0.4 -0.9
```
Forces are in eV/Å.